No. 1
C14H30Br4INNbO4S | the ωB97M-V functional and the def2-TZVPD basis

As for the orbital gap: 7.28 eV. Its net charge is -1.

CARTESIAN COORDINATES (ANGSTROEM)
C 4.0372 -1.6978 -0.0138
C 3.2772 -0.5526 -0.6908
C 3.9958 -0.1709 -2.0077
C 3.2160 0.6395 0.2590
C 2.3104 1.7906 -0.2284
Nb 0.2096 1.6381 0.5743
S -0.5101 3.4769 -0.9793
I 0.8290 3.3797 2.7403
C -0.2888 0.0621 -0.9692
C -0.6192 -1.2862 -0.3100
C -1.6710 -2.1390 -1.0357
C -2.8658 -1.3314 -1.4644
O -3.9659 -2.2268 -1.7760
C -5.1039 -1.5099 -1.9712
O -5.4030 -0.9638 -3.0103
O -1.7829 1.4519 1.2496
N -1.8772 0.9647 2.5205
O -2.8181 0.2648 2.6709
H 4.0252 -2.5873 -0.6393
H 3.6078 -1.9468 0.9524
H 5.0677 -1.3820 0.1337
H 2.2744 -0.8895 -0.9332
H 4.7388 -0.9219 -2.2567
H 3.3051 -0.0664 -2.8371
H 4.5078 0.7770 -1.8662
H 2.9114 0.2747 1.2354
H 4.2422 1.0004 0.3761
H 2.7202 2.7049 0.1873
H 2.3052 1.8481 -1.3157
H 0.6405 0.2393 1.6475
H -1.5227 4.0108 -0.2870
H -1.1348 0.5035 -1.4842
H 0.5246 -0.0129 -1.6848
H 0.3023 -1.8612 -0.2683
H -0.9684 -1.1533 0.7071
H -2.0321 -2.8915 -0.3331
H -1.2432 -2.6977 -1.8671
H -2.6463 -0.7041 -2.3213
H -3.1573 -0.6833 -0.6343
H -5.7932 -1.5164 -1.1149
Br 4.2642 7.8656 1.9678
C 3.8278 6.0428 2.5112
C 4.9156 5.0776 2.1334
Br 4.9018 4.6796 0.2289
H 2.8755 5.7970 2.0560
H 3.7105 6.0833 3.5909
H 4.7571 4.1227 2.6293
H 5.9056 5.4542 2.3671
Br -4.0738 -5.2375 1.0652
C -5.4742 -4.9403 -0.2452
C -6.7873 -4.5936 0.4011
Br -7.6498 -6.1521 1.1905
H -5.5335 -5.8372 -0.8519
H -5.1191 -4.1115 -0.8544
H -7.4890 -4.2199 -0.3409
H -6.6758 -3.8654 1.1969

***

No. 2
C2H6N6 | the ωB97M-V functional and the def2-TZVPD basis

As for the orbital gap: 9.35 eV. The value obtained for the energy above the lowest of the compared OMol25 structures with the same formula, charge and spin is 90.78 kcal/mol. The structure (SMILES) is [H]/N=c1/n(N)cnn1N.

CARTESIAN COORDINATES (ANGSTROEM)
H 0.5111 2.3590 -0.5132
N -0.3658 1.8592 -0.1295
C 0.0484 0.6648 0.0253
N -1.0642 -0.2692 0.1028
N -2.5082 -0.2078 0.1094
C -0.4540 -1.4354 -0.0314
N 0.8640 -1.7089 -0.1296
N 1.1148 -0.1506 -0.2749
N 2.3828 0.2603 0.1938
H -2.7017 0.4226 -0.7044
H -2.7745 0.4160 0.7776
H -1.2617 -2.3181 -0.2235
H 2.9164 0.1613 1.1713
H 3.2927 -0.0532 -0.3737

***

No. 3
C3H4O3 | the ωB97M-V functional and the def2-TZVPD basis

As for the orbital gap: 11.46 eV. The value obtained for the energy above the lowest of the compared OMol25 structures with the same formula, charge and spin is 90.37 kcal/mol.

CARTESIAN COORDINATES (ANGSTROEM)
C -1.6340 0.1853 -0.0895
C -0.2513 -0.1072 -0.0441
C 1.0590 0.7003 -0.1766
O -2.6538 0.4200 -0.6188
O -1.0785 0.0238 1.0728
O 0.0126 -1.9285 -0.0877
H 0.6834 1.6739 -0.3206
H 1.4959 0.1737 -1.0675
H 1.7445 0.7640 0.6258
H 0.6222 -1.9053 0.7062

***

No. 4
C5H14NO2 | the ωB97M-V functional and the def2-TZVPD basis

As for the orbital gap: 10.44 eV. The value obtained for the energy above the lowest of the compared OMol25 structures with the same formula, charge and spin is 57.14 kcal/mol. Its net charge is +1.

CARTESIAN COORDINATES (ANGSTROEM)
C 0.2916 -1.6558 1.0595
C -0.3723 -0.7137 0.0783
C -0.3119 0.6875 0.6950
C -1.1803 1.8544 0.2349
C -2.3359 1.5271 -0.5695
O -2.3211 0.6802 -1.4345
N 0.2666 -0.8474 -1.3185
H 0.1586 -2.6370 0.6407
H -0.2958 -1.7343 2.0307
H 1.4229 -1.4352 1.0204
H -1.4368 -0.9915 0.0571
H 0.8739 0.9466 0.7557
H -0.4239 0.5315 1.7794
H -0.6958 2.7288 -0.2148
H -1.5423 2.5693 1.0498
H -3.2623 2.0396 -0.2904
H 1.2599 -0.8901 -1.2560
H 0.1267 -0.0323 -2.0442
H -0.1802 -1.6320 -1.8726
H 3.7467 -1.0776 0.0615
H 3.1632 0.5240 -0.2959
O 3.0483 -0.4421 -0.1667

***

No. 5
C6H11NO4 | the ωB97M-V functional and the def2-TZVPD basis

As for the orbital gap: 9.88 eV. The value obtained for the energy above the lowest of the compared OMol25 structures with the same formula, charge and spin is 140.84 kcal/mol. The structure (SMILES) is C[C@@H](O)/C=N/O.C=CC(=O)O.

CARTESIAN COORDINATES (ANGSTROEM)
C -1.7851 -1.4130 -0.3114
C -0.7071 -0.4332 0.1976
O -0.6421 -0.3757 1.6122
C 0.5898 -1.0362 -0.2060
N 1.0909 -1.9623 0.5179
O 2.1252 -2.7727 0.1354
H -1.4014 -2.0237 -1.0096
H -2.2162 -1.9451 0.5520
H -2.6263 -0.9276 -0.7638
H -0.8266 0.5603 -0.1992
H 0.1698 -0.8885 1.8322
H 1.0637 -0.9185 -1.2984
H 2.4510 -2.5243 -0.6600
C 1.0800 2.8460 -0.3691
C 1.1665 1.5422 -0.7009
C 1.9714 0.6196 0.0731
O 2.9712 0.1436 -0.3884
O 1.8107 0.8178 1.4582
H 0.5515 3.4467 -1.0076
H 1.6178 3.3066 0.5646
H 0.9475 1.2725 -1.7053
H 0.8167 0.9598 1.7530

***

No. 6
C10H16O | the ωB97M-V functional and the def2-TZVPD basis

As for the orbital gap: 9.43 eV. The value obtained for the energy above the lowest of the compared OMol25 structures with the same formula, charge and spin is 27.52 kcal/mol. The structure (SMILES) is Cc1ccc(O)cc1.CCC.

CARTESIAN COORDINATES (ANGSTROEM)
C 1.4578 2.6385 -0.2568
C 0.4683 1.9580 0.6392
C 0.9093 1.2896 1.7866
C 0.1000 0.4800 2.5580
C -1.2415 0.4349 2.1959
O -2.0814 -0.3454 3.0036
C -1.7608 1.0664 1.0839
C -0.8628 1.7917 0.3026
H 0.9551 2.9962 -1.1309
H 2.2991 1.9678 -0.4207
H 1.9615 3.5029 0.1970
H 1.9650 1.4311 2.0064
H 0.4413 -0.2148 3.3111
H -2.6989 -0.7466 2.3767
H -2.7935 0.9836 0.8006
H -1.2063 2.3559 -0.5560
C 0.4041 -1.3010 -2.7205
C -0.1537 -1.5837 -1.3280
C 0.2376 -2.9491 -0.7830
H 0.0142 -2.0228 -3.4332
H 1.4870 -1.4319 -2.7028
H 0.1083 -0.3146 -3.0549
H 0.1324 -0.7880 -0.6261
H -1.2089 -1.2839 -1.2782
H -0.6071 -3.6400 -0.7619
H 0.9934 -3.4147 -1.4122
H 0.6804 -2.8601 0.2034

***

No. 7
C20H22N4O | the ωB97M-V functional and the def2-TZVPD basis

As for the orbital gap: 8.42 eV. The value obtained for the energy above the lowest of the compared OMol25 structures with the same formula, charge and spin is 33.87 kcal/mol. The structure (SMILES) is N#C/C(=C\c1cn[nH]c1-c1ccccc1)C(=O)NC1CCCCCC1.

CARTESIAN COORDINATES (ANGSTROEM)
N 0.3669 0.8207 1.6448
C 0.3835 -0.0788 0.9276
C 0.2988 -1.2094 0.1004
C 1.3678 -1.9018 -0.3531
C 2.7509 -1.5957 -0.1533
C 3.7848 -2.5530 -0.0049
N 4.9364 -1.9773 0.2435
N 4.6948 -0.6673 0.2440
C 3.3990 -0.3651 0.0097
C 2.9367 1.0051 -0.1394
C 2.0253 1.3330 -1.1422
C 1.5938 2.6364 -1.2900
C 2.0639 3.6268 -0.4431
C 2.9751 3.3098 0.5498
C 3.4152 2.0086 0.7003
C -1.0730 -1.7034 -0.2588
O -1.2348 -2.6535 -1.0001
N -2.0811 -1.0092 0.3018
C -3.4762 -1.3021 0.0325
C -4.3130 -0.9738 1.2689
C -4.5455 0.5139 1.5368
C -5.5119 1.1490 0.5355
C -4.8428 1.7317 -0.7119
C -3.6947 0.8973 -1.2864
C -3.9302 -0.6136 -1.2653
H 1.1448 -2.8159 -0.8931
H 3.6999 -3.6203 -0.0451
H 5.4527 -0.0149 0.3736
H 1.6670 0.5621 -1.8088
H 0.8865 2.8807 -2.0688
H 1.7183 4.6433 -0.5558
H 3.3409 4.0787 1.2138
H 4.1070 1.7610 1.4925
H -1.8731 -0.2304 0.9077
H -3.5251 -2.3851 -0.1419
H -3.8145 -1.4195 2.1340
H -5.2836 -1.4635 1.1659
H -4.9730 0.6001 2.5386
H -3.6020 1.0618 1.5447
H -6.2486 0.3992 0.2409
H -6.0610 1.9562 1.0255
H -5.6118 1.8592 -1.4773
H -4.4526 2.7254 -0.4791
H -2.7700 1.1205 -0.7512
H -3.5383 1.2148 -2.3199
H -4.9823 -0.8372 -1.4412
H -3.3559 -1.0700 -2.0745

***

No. 8
C14H31NO9PS | the ωB97M-V functional and the def2-TZVPD basis

As for the orbital gap: 8.39 eV. Its net charge is +1.

CARTESIAN COORDINATES (ANGSTROEM)
C 4.4101 -3.0226 2.3181
N 3.5800 -2.1660 1.4165
C 2.1955 -2.3797 1.7089
S 1.1696 -1.2002 0.7295
C -0.5187 -1.4504 1.3658
C -1.2397 -0.2089 1.9074
C -2.2258 -0.6758 2.9685
C -3.2957 -1.5106 2.3356
O -4.3227 -1.0296 1.8757
O -3.0017 -2.8116 2.2891
P 1.8887 0.7466 1.1854
O 1.0683 1.6718 0.4332
O 1.8849 0.9088 2.7560
O 3.3840 0.8302 0.7354
H 4.7569 -3.8986 1.7902
H 3.8193 -3.3899 3.1464
H 5.2408 -2.4703 2.7293
H 3.7672 -2.5055 0.4828
H 1.9579 -2.2025 2.7478
H 1.8151 -3.3596 1.4232
H -0.4544 -2.1854 2.1590
H -1.0581 -1.9215 0.5563
H -1.7691 0.2838 1.1025
H -0.5857 0.5111 2.3779
H -1.7196 -1.2615 3.7305
H -2.7025 0.1732 3.4290
H -3.6161 -3.2290 1.6650
H 2.0200 1.8502 2.9412
H 3.9894 0.4596 1.3940
O -0.3770 4.8787 -3.4397
C 0.0919 5.2688 -2.4106
O -0.2426 6.4951 -1.9670
C 0.1259 6.9932 -0.6810
C 1.5190 7.5880 -0.6814
C 1.0986 4.4443 -1.6403
H 0.0042 6.2204 0.0804
H -0.6038 7.7690 -0.4578
H 2.2764 6.8413 -0.9215
H 1.7540 8.0132 0.2946
H 1.5919 8.3735 -1.4325
H 2.0835 4.5917 -2.0812
H 0.8209 3.3983 -1.7332
H 1.1433 4.6688 -0.5772
O -3.2367 -4.0724 -0.1680
C -2.9100 -3.9970 -1.3216
O -1.6017 -3.8797 -1.6086
C -1.0876 -3.9495 -2.9476
C -1.1676 -2.6135 -3.6557
C -3.9282 -3.9559 -2.4317
H -1.5805 -4.7454 -3.5047
H -0.0467 -4.2467 -2.8356
H -2.1975 -2.2763 -3.7680
H -0.7204 -2.6797 -4.6467
H -0.6392 -1.8487 -3.0847
H -4.3005 -2.9366 -2.5249
H -4.7535 -4.6080 -2.1587
H -3.5545 -4.2911 -3.3952

***

No. 9
C7H14 | the ωB97M-V functional and the def2-TZVPD basis

As for the orbital gap: 9.08 eV. The value obtained for the energy above the lowest of the compared OMol25 structures with the same formula, charge and spin is 117.33 kcal/mol.

CARTESIAN COORDINATES (ANGSTROEM)
C -1.4696 0.0460 -0.7497
C -0.5161 -0.9366 -1.4423
C 0.5367 -1.5920 -0.5460
C 1.4692 -0.5996 0.1655
C 0.7766 0.1638 1.2776
C 0.0001 1.3432 0.9474
C -0.8323 1.3711 -0.3198
H -1.9290 -0.4372 0.1248
H -2.2881 0.2680 -1.4458
H -0.0096 -0.4112 -2.2659
H -1.1109 -1.7326 -1.9086
H 0.0377 -2.2130 0.2117
H 1.1420 -2.2721 -1.1584
H 2.3033 -1.1528 0.6159
H 1.9131 0.0902 -0.5652
H 0.4312 -0.5219 2.0463
H 0.9019 1.0072 2.5937
H 0.0256 1.4025 2.5307
H 0.3852 2.3333 1.1684
H -1.6201 2.1198 -0.1602
H -0.2159 1.7734 -1.1420

***

No. 10
C3H4O3Ru | the ωB97M-V functional and the def2-TZVPD basis

As for the orbital gap (alpha / beta): 8.66 / 7.83 eV. The value obtained for the energy above the lowest of the compared OMol25 structures with the same formula, charge and spin is 0.00 kcal/mol. Its net charge is +1. As for the spin multiplicity: 6. The expectation value of S² is 8.761.

CARTESIAN COORDINATES (ANGSTROEM)
O -2.1843 -1.0804 -0.8415
C -2.8132 -1.1649 -1.8238
O -3.4504 -1.3049 -2.7684
C 1.1172 -0.3933 0.9541
C 1.2890 1.0889 0.5507
O 0.0707 1.6251 0.0279
Ru -0.8032 -0.0288 0.2769
H 1.7785 -1.0671 0.3861
H 1.2990 -0.5641 2.0273
H 2.0881 1.1933 -0.2118
H 1.6086 1.6962 1.4224

***

No. 11
C28H16CaF5N3O7S | the ωB97M-V functional and the def2-TZVPD basis

As for the orbital gap: 7.04 eV.

CARTESIAN COORDINATES (ANGSTROEM)
Ca -1.3002 -0.9219 -0.1580
O -0.5576 -3.1072 3.9050
C -1.1319 -2.7368 2.7543
O -1.0056 -3.3026 1.7038
C -1.9913 -1.5004 2.9359
C -2.1666 -0.8184 4.1218
C -3.0225 0.2787 4.1126
C -3.6440 0.6685 2.9379
C -3.3662 -0.0524 1.7890
N -2.5854 -1.1213 1.8125
C -3.8485 0.2749 0.3615
O -4.6219 1.3279 0.1624
O -3.5732 -0.4807 -0.5425
H 0.0044 -3.8653 3.6927
H -1.6499 -1.1298 5.0180
H -3.1944 0.8333 5.0258
H -4.3120 1.5196 2.9285
H -4.4217 2.0127 0.8164
O -1.6283 1.7132 0.5401
S -1.0955 2.1551 -0.7651
O -1.9120 3.0738 -1.5186
N -0.7640 0.8068 -1.4531
C -0.3282 0.6003 -2.7671
C 0.0707 1.5645 -3.6495
C 0.5225 1.2333 -4.9518
C 0.5737 -0.0552 -5.3750
C 0.1645 -1.0893 -4.4893
C 0.1863 -2.4491 -4.8724
C -0.2105 -3.4167 -4.0029
C -0.6344 -3.0196 -2.7227
N -0.6728 -1.7739 -2.3191
C -0.2794 -0.7781 -3.1957
C 0.4101 2.9927 -0.4295
C 0.5509 4.3198 -0.8118
C 1.7465 4.9733 -0.5357
C 2.7736 4.3029 0.1109
C 2.6169 2.9727 0.4877
C 1.4337 2.3057 0.2195
H 0.0260 2.6048 -3.3554
H 0.8294 2.0330 -5.6144
H 0.9185 -0.3095 -6.3695
H 0.5254 -2.7072 -5.8696
H -0.2027 -4.4639 -4.2698
H -0.9406 -3.7731 -2.0028
H -0.2628 4.8216 -1.3159
H 1.8733 6.0078 -0.8289
H 3.7025 4.8171 0.3242
H 3.4206 2.4519 0.9936
H 1.2879 1.2709 0.5084
F 4.8855 -2.7345 3.4566
C 3.7870 -2.2530 2.8633
C 3.3517 -2.7784 1.6618
F 4.0333 -3.7745 1.0902
C 2.2177 -2.2745 1.0536
F 1.8327 -2.8217 -0.1073
C 1.4659 -1.2310 1.6008
O 0.3839 -0.7836 1.0121
C 1.9328 -0.7283 2.8166
F 1.2583 0.2528 3.4350
C 3.0673 -1.2247 3.4373
F 3.4704 -0.7129 4.6036

***

No. 12
Cl3O3P | the ωB97M-V functional and the def2-TZVPD basis

As for the orbital gap (alpha / beta): 6.34 / 6.35 eV. The value obtained for the energy above the lowest of the compared OMol25 structures with the same formula, charge and spin is 96.35 kcal/mol.

CARTESIAN COORDINATES (ANGSTROEM)
O -0.6737 1.8460 0.4566
O 2.0742 -0.1922 0.0879
O -1.6458 -0.4335 0.9152
P -0.4856 0.4435 0.1400
Cl 2.8980 0.3936 -1.1548
Cl -1.7046 -2.0786 1.4174
Cl -0.4625 0.0212 -1.8623